{
  "formula": "C32H36N6O2RhSTe",
  "method": "ωB97M-V/def2-TZVPD",
  "elements": ["C", "C", "C", "C", "H", "H", "H", "H", "C", "S", "Rh", "C", "C", "C", "H", "C", "H", "N", "H", "H", "C", "C", "O", "H", "H", "H", "C", "H", "C", "H", "C", "C", "C", "H", "C", "H", "H", "H", "H", "H", "Te", "H", "H", "O", "H", "N", "C", "H", "N", "C", "H", "C", "C", "N", "H", "H", "H", "H", "C", "C", "H", "H", "C", "C", "H", "H", "C", "C", "C", "H", "C", "N", "H", "C", "C", "H", "C", "N", "H"],
  "coordinates": [[4.059, 3.795, -1.123], [4.450, -2.700, 2.336], [-0.015, -2.677, 0.270], [3.641, -2.737, 3.454], [-0.030, 3.106, 2.716], [2.888, -3.453, -2.214], [-4.339, 1.862, 4.063], [2.500, 3.837, -2.599], [2.511, -1.943, 3.507], [-1.564, 0.721, 3.787], [0.388, -0.060, 2.757], [2.086, -3.238, -1.521], [4.085, -1.874, 1.289], [4.436, 3.365, 0.141], [-0.603, 4.155, 1.566], [3.556, 2.618, 0.910], [-2.561, -3.370, -1.536], [0.559, 0.555, 0.929], [-2.726, 5.048, 0.482], [-2.389, 0.513, -5.916], [0.264, -1.833, -0.811], [1.419, 1.467, 1.232], [1.505, 1.520, 2.555], [0.202, 1.170, -3.871], [4.745, 4.380, -1.721], [4.668, -1.818, 0.382], [-2.925, 5.262, 1.533], [-5.255, -1.486, -6.048], [1.663, -1.941, 4.743], [1.645, -2.935, 5.191], [-1.925, -0.546, -2.732], [-1.775, 0.258, -3.890], [-3.565, -1.885, -3.862], [3.881, -3.374, 4.294], [-3.117, -2.431, -1.490], [0.598, -4.479, 1.247], [2.047, -1.229, 5.480], [-0.923, -2.955, 2.192], [5.412, 3.618, 0.532], [-1.073, 2.209, -3.234], [-0.667, 0.007, -1.160], [2.621, -0.494, 0.585], [0.933, 2.510, -1.252], [0.341, -1.561, 4.336], [5.342, -3.309, 2.282], [-1.991, 3.122, 2.488], [2.301, 2.290, 0.402], [-0.956, 1.916, -4.960], [-0.691, 3.218, 1.945], [-0.848, 1.447, -3.985], [1.498, -1.456, -2.542], [-2.859, -1.599, -2.706], [2.938, -1.118, 1.400], [-4.092, 3.570, 2.931], [-2.840, -1.913, -0.573], [3.839, 2.290, 1.901], [-3.927, -2.486, -6.614], [-3.994, -0.782, -7.066], [-3.402, -1.145, -5.028], [-4.186, -1.487, -6.260], [-2.066, -2.959, 0.867], [-1.404, -1.433, 1.403], [1.298, -2.111, -1.702], [2.799, 3.484, -1.622], [-2.135, 5.904, 1.924], [-4.175, -2.675, -1.415], [-2.510, -0.079, -5.017], [-3.033, 4.011, 2.319], [-2.430, 2.097, 3.228], [-3.868, 5.798, 1.604], [1.920, 2.729, -0.864], [-3.699, 2.392, 3.493], [-0.265, -1.513, 5.089], [0.799, -3.799, 0.427], [1.834, -4.080, -0.450], [2.437, -4.965, -0.301], [-1.155, -2.492, 1.234], [2.150, -1.127, 2.492], [-4.283, -2.698, -3.853]],
  "atomic_forces_ev_per_a": [[-0.019, -0.006, -0.005], [0.095, -0.005, -0.076], [0.091, -0.083, -0.094], [-0.057, -0.014, 0.137], [0.009, 0.014, -0.119], [0.001, -0.008, -0.026], [-0.001, -0.007, -0.041], [0.017, 0.011, -0.021], [-0.029, 0.217, -0.080], [-0.351, 0.302, -0.157], [0.626, -0.713, 0.317], [-0.022, 0.048, -0.035], [0.032, -0.018, 0.027], [-0.057, -0.013, -0.006], [0.051, 0.003, 0.047], [0.071, 0.081, -0.038], [0.030, -0.005, 0.021], [0.044, 0.372, -0.269], [0.022, 0.003, -0.007], [0.009, 0.000, -0.005], [-0.111, -0.242, 0.227], [-0.581, -0.218, 0.210], [0.544, 0.624, 0.518], [0.003, -0.017, -0.020], [0.007, 0.013, -0.008], [0.014, 0.023, -0.017], [-0.080, -0.004, 0.046], [-0.009, -0.006, 0.008], [0.022, -0.068, 0.027], [-0.025, 0.024, -0.022], [-0.039, 0.066, -0.172], [-0.196, -0.097, -0.063], [-0.058, -0.045, 0.104], [-0.004, -0.010, 0.006], [-0.013, -0.015, 0.164], [-0.003, -0.005, 0.019], [-0.009, 0.028, -0.063], [0.028, 0.028, 0.063], [0.028, 0.003, 0.004], [-0.024, -0.006, 0.013], [-0.274, 0.123, -0.646], [-0.091, 0.065, -0.101], [0.046, -0.026, 0.069], [-0.443, 0.067, 0.327], [-0.005, -0.006, -0.006], [0.297, 0.215, -0.159], [-0.035, 0.034, 0.046], [0.005, 0.022, 0.007], [-0.600, 0.138, 0.249], [0.020, -0.006, 0.060], [-0.017, 0.027, -0.001], [0.082, 0.015, -0.289], [-0.240, 0.006, 0.200], [0.218, -0.054, 0.029], [-0.059, 0.057, -0.137], [-0.020, -0.020, 0.018], [0.007, -0.015, 0.015], [0.000, 0.010, 0.000], [-0.028, -0.031, -0.093], [0.017, 0.028, 0.012], [0.021, -0.115, 0.054], [0.040, -0.101, -0.031], [0.024, -0.094, 0.021], [0.024, -0.007, 0.018], [0.009, 0.008, 0.000], [-0.005, -0.041, -0.018], [0.092, 0.100, 0.006], [-0.184, -0.058, 0.063], [0.447, -0.456, -0.026], [0.000, -0.003, 0.000], [-0.037, 0.052, -0.090], [-0.078, 0.278, -0.155], [0.089, -0.028, 0.053], [-0.033, 0.002, -0.045], [0.012, -0.029, 0.013], [0.014, -0.015, -0.001], [0.097, 0.310, 0.105], [0.534, -0.699, -0.206], [-0.003, -0.004, 0.023]],
  "lowdin_charge": [-0.052, -0.009, -0.313, 0.011, 0.098, 0.118, 0.172, 0.112, -0.219, 0.694, 0.900, -0.066, -0.016, -0.048, 0.105, -0.012, 0.105, -0.205, 0.096, 0.125, -0.429, -0.618, -0.168, 0.069, 0.116, 0.126, 0.012, 0.095, -0.118, 0.143, -0.399, -0.306, 0.006, 0.134, -0.052, 0.123, 0.150, 0.080, 0.116, 0.068, 1.784, 0.102, 0.060, -0.182, 0.129, -0.062, -0.176, 0.086, 0.161, -0.097, 0.103, -0.283, -0.083, 0.156, 0.032, 0.122, 0.097, 0.083, -0.226, -0.024, 0.076, 0.031, -0.125, -0.058, 0.096, 0.099, 0.003, -0.300, -0.672, 0.100, -0.044, 0.051, 0.111, -0.037, -0.058, 0.118, -0.075, 0.026, 0.135],
  "orbital_gap_ha": [0.2813, 0.2198],
  "e_homo_ev": [-13.362, -13.633],
  "lumo_energy_ev": [-5.7, -7.7],
  "total_charge": 2,
  "spin_multiplicity": 2,
  "total_energy_ev": -67924.6219
}


{
  "formula": "C32H36N6O5Sr",
  "method": "ωB97M-V/def2-TZVPD",
  "elements": ["C", "H", "H", "C", "H", "H", "Sr", "H", "C", "N", "C", "C", "H", "C", "H", "H", "H", "H", "O", "N", "C", "C", "C", "H", "H", "C", "H", "C", "H", "C", "H", "C", "H", "C", "O", "C", "N", "O", "H", "H", "C", "H", "H", "H", "C", "H", "C", "H", "N", "C", "C", "C", "C", "H", "C", "N", "H", "H", "H", "H", "H", "C", "C", "C", "H", "H", "C", "H", "H", "H", "C", "C", "N", "H", "C", "O", "C", "H", "O", "C"],
  "coordinates": [[4.151, 1.631, 4.313], [-4.183, 3.109, -0.462], [-1.435, -1.483, -4.655], [2.090, -3.637, 0.166], [-1.759, -0.903, 1.502], [-0.789, -2.278, 0.947], [1.322, 1.002, -0.102], [2.996, 3.899, 0.265], [-4.998, -0.996, -2.412], [2.544, -1.032, -3.051], [-2.800, 4.343, 0.591], [-1.236, -0.430, -1.356], [0.058, -1.076, -2.846], [-4.413, -1.921, -1.380], [2.802, -5.239, -1.123], [-2.856, -1.472, -3.607], [-5.286, -1.550, -3.310], [3.187, -3.606, -3.071], [4.979, 1.653, -1.765], [-2.592, -0.357, -0.857], [-4.560, -4.018, -0.180], [-1.759, -1.985, 1.354], [-3.211, 3.190, 0.005], [-5.036, -4.980, -0.031], [-0.991, 0.591, -1.666], [-0.939, -2.840, -2.249], [-4.299, -0.206, -2.676], [2.763, -3.274, -2.128], [-1.975, 0.032, -3.913], [0.576, 3.362, 1.953], [-1.945, -3.234, -2.081], [-2.396, 2.021, 0.008], [1.969, -4.248, 1.054], [-3.506, -3.628, 0.628], [0.755, 4.420, 2.578], [2.418, -1.954, -1.982], [-1.061, 2.090, 0.467], [3.831, 0.966, -0.074], [5.557, 4.239, 2.698], [-5.862, -3.442, -1.782], [-1.559, 4.324, 1.270], [-0.320, -3.054, -1.376], [3.204, -1.350, -3.746], [2.623, 5.155, 1.432], [-0.959, -1.342, -2.559], [4.357, 0.910, 5.098], [-5.016, -3.157, -1.166], [-3.414, 5.237, 0.572], [3.924, 1.563, -1.166], [2.552, -4.191, -1.036], [-1.863, -1.044, -3.751], [3.613, 3.458, 2.279], [1.928, 0.502, 3.974], [2.801, -0.107, -2.732], [-0.749, 3.215, 1.177], [1.878, -1.426, -0.861], [-3.162, -4.278, 1.425], [-0.496, -3.378, -3.090], [-1.864, -2.471, 2.325], [1.835, -0.222, 3.160], [-1.206, 5.165, 1.846], [-2.878, -2.402, 0.438], [1.795, -2.297, 0.230], [3.376, 4.418, 1.148], [2.228, -0.039, 4.874], [-5.880, -0.507, -1.996], [2.652, 2.491, 2.619], [4.303, 4.923, 0.872], [6.039, 2.639, 4.521], [1.460, -1.861, 1.169], [-3.305, -1.566, -0.603], [5.092, 2.597, 3.994], [1.440, 2.339, 1.918], [-0.535, -0.734, -0.565], [2.940, 1.565, 3.633], [-4.396, 0.823, -0.203], [-3.157, 0.832, -0.342], [0.940, 0.936, 4.128], [2.852, 2.077, -1.656], [4.815, 3.496, 2.975]],
  "atomic_forces_ev_per_a": [[0.009, 0.031, -0.013], [-0.007, 0.002, 0.010], [-0.016, 0.002, -0.012], [0.079, 0.006, -0.273], [0.030, -0.011, 0.008], [0.013, 0.005, -0.002], [-0.817, -0.627, -0.023], [0.008, -0.001, -0.005], [0.000, 0.016, 0.084], [-0.009, -0.163, 0.034], [-0.004, -0.059, -0.037], [0.222, 0.036, 0.129], [0.105, 0.002, -0.018], [-0.024, 0.063, -0.025], [-0.008, -0.009, -0.006], [0.076, 0.020, -0.052], [0.002, 0.008, 0.002], [-0.006, -0.016, 0.029], [0.014, 0.071, -0.079], [-0.039, 0.243, 0.158], [0.012, 0.063, -0.029], [-0.058, -0.015, -0.035], [-0.080, -0.062, -0.038], [-0.004, -0.003, -0.004], [-0.009, 0.013, 0.044], [-0.041, 0.035, 0.007], [-0.041, -0.004, 0.006], [0.010, -0.030, -0.091], [-0.010, -0.017, -0.010], [0.078, 0.135, 0.078], [0.064, -0.013, -0.008], [0.056, 0.194, -0.052], [-0.010, -0.008, 0.025], [-0.004, -0.028, 0.006], [-0.066, -0.082, 0.065], [-0.020, -0.019, 0.024], [-0.054, -0.213, 0.098], [0.214, 0.160, -0.028], [-0.011, 0.006, -0.012], [0.003, 0.013, -0.006], [0.163, -0.012, 0.021], [0.006, -0.012, 0.014], [0.004, 0.009, 0.002], [0.003, 0.005, -0.007], [-0.112, -0.043, -0.034], [-0.013, -0.010, 0.000], [-0.007, -0.056, 0.022], [-0.018, -0.007, -0.012], [0.188, 0.121, -0.053], [-0.025, 0.098, 0.081], [0.008, -0.013, 0.026], [0.020, 0.029, -0.088], [0.080, 0.084, -0.024], [-0.004, 0.010, -0.012], [-0.075, 0.246, -0.054], [0.093, 0.165, 0.282], [0.011, 0.013, 0.000], [-0.002, -0.005, -0.006], [-0.019, 0.009, 0.002], [-0.028, -0.026, 0.016], [0.042, -0.033, 0.016], [0.044, 0.057, 0.041], [-0.064, 0.011, -0.046], [-0.022, -0.021, 0.050], [0.002, -0.017, -0.005], [-0.005, 0.003, -0.002], [0.007, -0.009, 0.082], [0.003, -0.003, 0.000], [0.000, 0.000, 0.001], [0.009, 0.034, -0.002], [-0.064, -0.067, 0.005], [-0.037, -0.006, -0.015], [-0.065, 0.111, 0.101], [-0.067, -0.059, -0.116], [-0.059, -0.058, 0.055], [0.019, 0.017, -0.043], [-0.052, -0.230, -0.018], [-0.011, -0.010, -0.006], [0.386, -0.036, -0.262], [0.006, -0.038, 0.040]],
  "lowdin_charge": [-0.078, 0.096, 0.075, -0.172, 0.088, 0.055, 1.517, 0.065, -0.062, 0.098, -0.112, -0.181, 0.098, -0.204, 0.053, 0.051, 0.075, 0.074, 0.027, 0.002, -0.103, -0.017, -0.069, 0.088, 0.109, -0.048, 0.064, -0.108, 0.082, -0.506, 0.069, -0.203, 0.081, -0.062, -0.029, -0.460, 0.003, -0.119, 0.096, 0.100, -0.064, 0.066, 0.074, 0.073, -0.377, 0.093, -0.067, 0.081, -0.608, -0.166, -0.062, -0.206, -0.046, 0.046, -0.236, -0.092, 0.102, 0.080, 0.080, 0.063, 0.090, -0.189, -0.236, -0.036, 0.066, 0.081, -0.225, 0.072, 0.082, 0.066, -0.151, -0.118, -0.079, 0.052, -0.211, -0.014, -0.398, 0.079, -0.228, -0.070],
  "orbital_gap_ha": [0.1619, 0.1422],
  "e_homo_ev": [0.081, 0.620],
  "lumo_energy_ev": [4.5, 4.5],
  "total_charge": -2,
  "total_energy_ev": -53783.1192
}


In the order shown, the computed max |F| values come out to 1.0, 1.0 eV Å⁻¹.